No. 1
C33H53N2OP2SW | ωB97M-V/def2-TZVPD

As for the expectation value of S²: 2.203. Its highest occupied orbital energy (spin up / spin down) is -16.7 / -16.7 eV. As for the LUMO energy (spin up / spin down): -11.051 / -11.149 eV. The total charge is +3. Its spin multiplicity is 3.

Last column: Löwdin charge in e.
CARTESIAN COORDINATES (ANGSTROEM)
H 0.301 -1.440 -5.192  0.107
H 0.171 3.880 1.243  0.093
C -3.616 -1.258 2.446  -0.309
H 2.927 2.704 4.256  0.113
H 2.507 0.334 4.637  0.115
N -1.074 1.416 -0.615  -0.056
C 2.788 1.229 2.063  -0.089
C 0.685 -2.519 -3.296  -0.577
H 3.871 2.942 -4.571  0.125
C 2.397 0.775 -2.416  -0.202
C 1.957 -2.904 -2.526  -0.082
H -2.293 2.361 5.071  0.112
H 0.890 -4.050 -4.805  0.118
H 1.755 -3.544 -1.657  0.080
H 1.576 2.138 -3.850  0.129
H -0.167 4.306 3.594  0.078
H -2.675 2.579 1.382  0.073
H -1.896 4.407 3.951  0.116
C 1.095 0.380 -1.861  -0.373
C -1.070 -4.499 -1.103  -0.050
C 0.655 -1.773 1.422  -0.294
C 1.101 -1.579 -4.448  -0.077
H -2.417 4.253 -2.829  0.142
P -0.017 1.583 2.121  1.012
H -3.473 2.845 2.943  0.119
H -0.541 2.159 5.161  0.079
C -1.461 -2.715 3.438  -0.284
H 5.891 2.077 -3.415  0.130
H -3.939 -0.715 1.552  0.049
H -2.326 -3.674 -3.547  0.066
H -0.418 -4.358 -0.228  0.082
C -0.185 0.239 -2.493  -0.213
C 0.185 2.866 0.831  -0.243
H -3.373 -3.594 -0.049  0.121
H -1.574 0.823 4.562  0.044
H 1.440 -0.592 -4.141  0.043
C -1.330 3.764 -1.033  0.017
C -1.174 1.217 -1.973  -0.246
H 1.471 -0.646 3.567  0.054
C -1.363 2.490 3.147  -0.637
C 1.936 2.811 3.788  -0.064
C 1.636 1.496 3.051  -0.661
C 1.567 0.334 4.061  -0.070
H 3.696 1.007 2.648  0.114
H -2.374 1.845 -3.644  0.141
C -1.159 4.016 3.232  -0.061
H 1.173 2.715 0.369  0.101
H 1.963 -2.038 -4.964  0.121
H -0.454 -4.933 -1.895  0.063
H -1.481 -3.514 2.694  0.055
H -3.113 -1.854 -0.310  0.076
H -1.983 -2.809 0.682  0.007
C -1.427 1.910 4.564  -0.087
H 2.630 -3.459 -3.203  0.114
H -0.747 -3.415 -4.688  0.088
H 1.222 3.031 4.591  0.077
H 3.438 -0.486 -0.989  0.114
C 3.773 2.188 -3.799  -0.020
C -2.756 -3.240 -2.644  -0.081
W -0.333 -0.290 0.544  1.215
C 3.546 0.252 -1.801  -0.035
H 2.595 0.378 1.397  0.039
H -4.100 -0.833 3.335  0.071
H -2.239 -2.878 4.192  0.077
H -3.878 -2.319 2.359  0.065
C 4.806 0.692 -2.183  -0.021
C -1.902 2.156 -2.712  0.032
H -1.821 -5.261 -0.832  0.124
C -2.699 2.254 2.430  -0.081
C -1.792 -3.183 -1.458  -0.695
C 2.502 1.745 -3.423  0.000
H -0.484 -2.665 3.923  0.053
H -3.008 1.202 2.461  0.027
H -0.139 -4.594 -3.490  0.063
C -1.946 3.471 -2.241  0.020
H 2.496 -2.009 -2.183  0.053
O 1.283 -2.665 1.881  0.153
H -3.102 -2.228 -2.883  0.088
H 1.990 3.664 3.099  0.094
C -0.871 2.712 -0.239  -0.306
H 2.997 2.105 1.435  0.089
C -2.607 -2.820 -0.219  -0.157
N 1.159 0.110 -0.583  -0.052
H -3.637 -3.841 -2.381  0.107
C 0.121 -3.717 -4.084  -0.083
H -0.219 0.215 -3.582  0.112
S -1.810 -1.086 2.677  0.732
H 5.670 0.273 -1.681  0.125
C 4.911 1.682 -3.165  -0.009
H 0.739 0.448 4.773  0.074
H -1.358 4.523 2.280  0.085
P -0.514 -1.790 -1.847  1.285
H -1.172 4.789 -0.686  0.144

---

No. 2
C33H54I3N17OP | ωB97M-V/def2-TZVPD

Its highest occupied orbital energy is -12.0 eV. As for the LUMO energy: -4.888 eV. The total charge is +1.

Last column: Löwdin charge in e.
CARTESIAN COORDINATES (ANGSTROEM)
C -4.107 -0.464 1.689  -0.152
C 7.111 2.780 -7.810  -0.095
P -5.019 -2.401 3.520  0.623
I -1.866 0.439 6.471  0.923
H 10.415 4.825 -8.233  0.074
N -6.340 -7.088 -0.938  0.112
H -10.092 -1.545 0.311  0.082
C 2.941 0.628 -0.133  -0.211
C 1.982 -3.316 7.816  -0.067
C -0.792 0.195 2.795  -0.693
N 2.117 -0.780 6.682  0.097
H -2.512 1.424 3.177  0.108
H -6.558 -5.576 -2.975  0.068
C -9.087 -1.338 0.689  -0.088
C -9.150 -0.982 2.165  -0.217
H -8.309 -5.271 -3.085  0.083
C -6.050 1.052 6.771  -0.217
N 5.525 1.791 -9.870  0.073
H 2.530 1.495 -2.062  0.030
C -6.114 2.242 5.828  -0.075
C -0.368 -1.382 2.868  -0.269
H 6.749 3.765 -7.501  0.058
C -0.985 1.321 -3.101  -0.192
H 9.886 9.486 -3.492  0.075
H 10.909 4.035 -6.715  0.081
N -1.018 -7.808 1.475  0.097
N 2.994 -0.359 0.649  0.087
C 1.144 5.571 -2.098  -0.211
C 4.124 2.129 -4.880  -0.208
H 1.649 7.096 -0.664  0.077
C 2.011 6.112 -0.973  -0.079
H -1.173 -2.144 2.496  0.109
H 6.309 -1.380 -0.419  0.074
C -7.128 -3.528 -2.631  -0.215
H 1.712 -4.052 7.054  0.076
H -3.428 -5.538 1.274  -0.013
H 8.147 2.871 -8.148  0.063
C -7.394 -5.021 -2.540  -0.110
H -5.218 -0.608 1.292  0.080
H 8.810 8.279 -4.237  0.066
N 8.176 5.762 -5.972  0.088
H -8.463 -2.225 0.546  0.020
H 1.974 5.434 -0.115  0.068
H 9.481 9.602 -5.222  0.077
H 5.637 -0.751 1.105  0.042
N 8.892 -1.094 1.643  0.079
N 11.891 7.331 -5.021  0.090
C -7.145 -7.861 1.609  -0.067
H -3.023 -5.653 3.004  0.056
H -7.249 -6.982 2.251  0.066
H -4.831 -3.689 5.367  0.096
H 1.209 -2.443 4.160  0.099
H -7.511 -5.316 -1.494  0.019
N -5.997 0.065 7.554  0.089
H 3.047 6.203 -1.311  0.080
C 10.892 8.048 -4.740  -0.198
I -5.601 -3.648 1.424  0.550
H -5.123 2.692 5.728  0.065
H -8.108 -8.378 1.555  0.084
H -2.740 0.102 -3.373  0.079
H -4.099 -6.861 2.258  0.058
H 2.370 0.910 -5.152  0.072
H -3.701 -1.210 5.804  0.012
H 5.970 -2.492 0.930  0.074
N 0.425 5.123 -3.032  0.082
C 0.262 -1.747 4.362  -0.165
C 6.244 2.240 -8.936  -0.213
H 0.677 -0.771 4.875  0.024
C 7.724 -1.273 1.201  -0.215
N 0.183 1.499 -2.659  0.104
O -4.275 -3.621 4.513  -0.416
H -3.072 1.842 -3.197  0.080
H -6.460 1.919 4.843  0.071
I -0.837 0.863 0.666  0.807
C -3.221 -6.229 2.095  -0.138
H 2.709 2.022 -6.500  0.077
N -9.203 -0.687 3.390  0.081
H -3.296 -0.978 1.020  0.073
H 2.952 -3.586 8.243  0.082
H 1.228 -3.331 8.608  0.078
H -2.400 1.214 -4.721  0.084
H -8.658 -0.507 0.123  0.078
C 9.259 5.404 -6.510  -0.212
H -0.459 -2.373 5.037  0.064
N -6.907 -2.288 -2.706  0.070
H 3.868 2.268 -1.177  0.079
N 5.292 2.307 -4.438  0.086
N -2.756 -1.102 5.368  -0.363
H 0.554 -1.508 2.119  0.106
C 9.688 8.911 -4.400  -0.080
N -2.010 0.600 3.575  -0.131
H -6.404 -8.535 2.046  0.081
C -6.705 -7.439 0.217  -0.175
N -3.915 -1.068 3.097  -0.305
C -2.925 -0.543 3.938  -0.306
C 2.056 -1.930 7.196  -0.191
H -6.807 2.992 6.221  0.084
C 10.564 4.973 -7.160  -0.081
H -3.934 0.714 1.686  0.095
H 2.184 2.568 -0.684  0.051
C 2.717 1.913 -5.412  -0.082
C 6.317 -1.488 0.669  -0.098
C 2.877 1.819 -1.076  -0.097
H 2.037 2.650 -4.976  0.061
H 11.327 5.741 -7.009  0.047
H 0.124 0.804 3.260  0.119
H 7.074 2.103 -6.953  0.065
C -2.392 1.105 -3.633  -0.061
C -2.017 -7.092 1.756  -0.203

---

No. 3
C33H54N2O9S2 | ωB97M-V/def2-TZVPD

Its highest occupied orbital energy is -8.5 eV. Its SMILES is CCOCCNC(=O)OCCCSC(=S)N(c1ccccc1)c1ccccc1.COCCOCCOC.COCCOCCOC. As for the LUMO energy: -1.221 eV.

Last column: Löwdin charge in e.
CARTESIAN COORDINATES (ANGSTROEM)
H -6.540 5.551 -3.313  0.087
C -2.752 6.919 -6.268  -0.197
H -8.383 0.104 5.193  0.079
C 2.434 -0.693 0.030  -0.176
H 7.826 -9.476 1.861  0.127
H 2.850 1.266 1.708  0.116
H -2.926 -3.850 -0.709  0.097
C -3.988 5.550 -2.698  -0.211
O 7.000 -8.476 -0.416  -0.132
O 6.880 -7.766 2.572  -0.209
H -4.998 2.388 3.056  0.059
H -3.183 7.323 -7.191  0.125
C 3.297 -2.191 1.702  -0.245
C -7.696 0.173 4.289  -0.080
H 5.036 -8.706 -0.808  0.126
H -1.734 6.568 -6.470  0.126
H 6.986 -4.551 -1.110  0.088
O -4.797 6.647 -3.115  -0.206
H -4.565 6.084 -5.384  0.119
C 2.348 0.894 -0.261  -0.157
C -6.716 -0.720 2.000  0.001
H -1.018 2.319 2.612  0.082
C -1.589 8.784 -5.412  -0.112
H 4.445 -0.969 3.233  0.082
C 6.215 -4.421 -0.344  -0.114
N -4.785 0.459 0.745  -0.182
C -3.777 -1.792 -0.032  0.002
C -5.717 1.506 3.054  -0.011
C 7.994 -7.884 0.423  -0.175
H 6.074 -9.525 3.304  0.086
H 5.896 -6.469 -1.670  0.127
H 6.611 -3.764 0.431  0.090
C 6.428 -8.553 3.658  -0.112
H -1.633 9.539 -4.626  0.088
H 7.227 -8.685 4.395  0.088
C -6.166 6.451 -2.817  -0.108
H -6.316 6.377 -1.734  0.088
C -2.446 -0.394 1.801  -0.006
O 5.896 -5.665 0.250  -0.212
H -1.086 3.421 -0.255  0.083
H 5.321 -3.963 -0.779  0.083
C -0.356 2.435 1.670  -0.217
H 1.414 -1.003 0.454  0.107
H -1.317 1.565 -0.243  0.091
H 2.728 1.151 -1.311  0.133
O 2.246 3.736 -0.271  0.072
H -3.813 5.106 -6.632  0.125
C -5.684 0.468 1.912  -0.175
C -7.725 -0.895 3.160  -0.067
H -1.559 9.282 -6.386  0.086
C -3.602 5.753 -5.775  -0.174
H 0.310 1.507 1.640  0.098
H 4.331 -6.441 -0.808  0.124
H 8.953 -8.188 -0.006  0.127
H 5.354 -8.167 0.831  0.118
H -0.766 -3.656 0.977  0.083
H -4.681 -1.902 -0.740  0.103
H 2.576 -1.200 -0.993  0.133
H 0.222 4.605 1.079  0.131
S -5.135 2.428 -1.057  0.706
H -2.027 4.791 -3.031  0.122
H 5.591 -8.034 4.127  0.088
H 1.226 1.163 -0.260  0.102
S -3.064 2.864 1.102  0.788
O -2.923 4.918 -4.833  -0.132
C -1.531 -2.813 0.939  -0.076
O -2.741 7.969 -5.305  -0.208
H 2.657 -1.150 3.648  0.070
C 7.948 -8.386 1.860  -0.196
C 0.459 3.818 1.890  -0.176
O 1.882 3.559 2.024  -0.070
C 3.574 -1.710 3.235  -0.084
H -8.426 -1.794 3.122  0.090
H -4.542 4.608 -2.795  0.068
C -6.713 1.397 4.269  -0.049
H -6.723 7.308 -3.198  0.088
C -2.717 5.476 -3.533  -0.170
H -0.496 -1.391 2.554  0.082
H 7.957 -6.795 0.370  0.118
H 3.986 -3.084 1.482  0.115
C -2.743 -2.942 -0.024  -0.068
C -1.380 2.510 0.396  -0.437
H -6.682 2.171 5.103  0.086
C 5.409 -6.611 -0.698  -0.195
H 0.104 4.298 2.880  0.138
C 2.384 3.048 0.767  -0.419
H -3.732 5.711 -1.645  0.124
C -3.673 -0.502 0.865  -0.180
O 3.565 -1.048 0.856  -0.191
H 2.223 -2.580 1.662  0.108
H -0.683 8.186 -5.263  0.087
H 8.881 -8.126 2.373  0.126
C 5.656 -8.033 -0.209  -0.174
C -1.369 -1.542 1.830  -0.063
N 3.033 1.719 0.800  0.072
H 3.775 -2.639 3.881  0.080
C -4.360 1.805 0.313  -0.965
H -2.213 6.441 -3.594  0.119
H -6.704 -1.504 1.154  0.097
H -2.317 0.529 2.478  0.077

---

No. 4
C33H54NO7PTaTe | ωB97M-V/def2-TZVPD

As for the expectation value of S²: 0.752. Its highest occupied orbital energy (spin up / spin down) is -17.3 / -17.3 eV. As for the LUMO energy (spin up / spin down): -11.582 / -11.290 eV. The total charge is +4. Its spin multiplicity is 2.

Last column: Löwdin charge in e.
CARTESIAN COORDINATES (ANGSTROEM)
H 2.807 2.894 5.562  0.076
Ta -0.218 1.776 2.147  2.007
H 0.856 -0.735 -2.939  0.051
Te -0.515 -3.141 -1.212  1.956
C -1.562 -2.945 -3.027  -0.352
C 2.546 1.580 0.584  -0.077
H -0.985 -6.229 -3.884  0.105
O 0.326 2.045 3.999  -0.507
H 6.174 -2.840 -2.702  0.093
H -4.008 -2.272 -7.082  0.089
C -0.793 1.826 6.493  -0.127
H -1.378 5.222 1.454  0.123
H 2.308 0.517 0.634  0.141
H -3.165 -3.788 -7.441  0.099
H 0.058 2.866 -2.241  0.161
H -0.586 5.977 2.844  0.164
H -1.351 4.280 4.380  0.130
H -1.117 2.858 6.628  0.077
C -0.935 5.030 2.428  -0.097
O -1.951 2.753 0.398  -0.226
H 2.383 -5.662 0.599  0.095
H -2.312 3.418 -1.546  0.158
H -2.793 4.879 3.553  0.163
C 5.665 -3.789 -2.539  -0.017
H 5.759 -4.363 -3.463  0.107
C 1.356 -1.482 -3.562  -0.036
P 0.696 1.752 5.520  0.720
H 3.932 -2.097 -3.734  0.133
H 1.135 -4.470 0.919  0.066
C -1.607 -4.184 -3.687  -0.301
C -2.214 -0.475 -2.813  -0.051
H 2.023 2.811 7.144  0.096
H 2.047 -0.963 -4.223  0.093
C -3.345 2.767 2.276  -0.099
H -2.351 -5.191 -5.410  0.142
C -0.424 2.440 -1.360  -0.111
H -3.504 1.688 2.281  0.138
C 1.507 -3.253 -1.705  -0.357
H -0.587 1.403 7.480  0.094
C 3.455 -2.669 -2.947  0.011
H -1.122 4.359 -0.628  0.138
H -3.001 0.156 -3.221  0.096
C -2.914 -1.942 -4.698  0.018
H 4.167 -5.037 -0.649  0.133
H 1.662 5.536 1.943  0.167
C -2.970 -3.139 -5.407  -0.215
H 1.444 3.988 5.957  0.080
C 1.850 2.984 6.078  -0.130
C 2.238 -4.176 -0.938  -0.309
C -1.096 -0.902 0.522  -0.552
C -1.492 3.349 -0.827  -0.118
C -2.228 -1.814 -3.498  -0.286
H -1.588 1.245 6.024  0.078
H 0.698 -0.635 5.376  0.078
H -2.594 -1.099 2.062  0.086
N -0.338 -1.251 -0.407  -0.107
C 2.099 -2.486 -2.725  -0.273
H -3.193 -1.213 0.403  0.107
O 1.942 2.171 1.784  -0.289
C -1.854 4.344 3.416  -0.097
C 4.217 -3.582 -2.218  -0.221
C -3.739 -3.249 -6.688  -0.014
H 2.105 1.587 -1.505  0.155
H -1.440 -5.802 -2.253  0.091
H -3.432 -1.075 -5.093  0.131
H -3.180 4.379 0.826  0.140
H 3.380 3.693 1.653  0.162
C 2.392 3.534 2.081  -0.082
H -4.021 2.939 0.249  0.160
C 1.363 4.536 1.622  -0.102
H 3.625 1.710 0.635  0.156
H 2.292 0.067 4.960  0.077
C -2.311 -4.247 -4.880  0.028
O -0.763 0.340 1.126  -0.300
C -3.194 3.289 0.870  -0.132
O -2.111 2.976 3.016  -0.257
C 3.591 -4.315 -1.214  0.016
H -2.308 -2.563 1.110  0.076
H 1.771 -0.038 6.650  0.094
C 1.619 -5.049 0.127  -0.079
H -0.853 1.471 -1.626  0.104
H -4.659 -3.813 -6.523  0.106
H 0.598 -1.951 -4.187  0.087
H 0.876 -5.733 -0.289  0.080
H -1.258 0.033 -2.973  0.061
O 0.165 4.115 2.297  -0.259
H 2.465 3.580 3.166  0.126
H -4.178 3.238 2.797  0.158
H 6.179 -4.339 -1.754  0.090
H 2.270 3.221 -0.837  0.145
H 0.125 -5.276 -2.937  0.067
C 1.909 2.211 -0.630  -0.125
H 1.193 4.545 0.547  0.130
C 1.431 0.134 5.626  -0.132
C -2.366 -1.475 1.068  -0.007
O 0.522 2.219 -0.304  -0.245
C -0.938 -5.425 -3.152  -0.069
H -2.382 -0.559 -1.738  0.047

---

Number 1: maximum force 0.15771 hartree/bohr. Number 2: maximum force 0.20143 hartree/bohr. Number 3: maximum force 0.09983 hartree/bohr. Number 4: maximum force 0.07649 hartree/bohr.